# 1
Formula: CHBeO3
Source: the Open Molecules 2025 dataset
Level of theory: wB97M-V/def2-TZVPD

The geometry in XYZ format:
```
6
CHBeO3 | the Open Molecules 2025 dataset | wB97M-V/def2-TZVPD
C -0.9621 -0.0391 -0.2948
O -1.4145 -1.0878 0.3211
O 0.2167 0.0503 -0.5439
Be 1.4557 0.2985 -0.0336
O -2.0261 0.4376 0.2097
H 2.7304 0.3405 0.3414
```

The LUMO energy comes out at -9.23 eV. Its charge is +1. As for the spin multiplicity: 1. The orbital gap comes out at 0.2749 hartree. As for the HOMO energy: -16.71 eV. The total energy comes out at -278.70932 Eh. Its energy above the lowest of the compared OMol25 structures with the same formula, charge and spin is 365.5 kJ/mol.


# 2
Formula: C21H29ClNO17P2
Source: the Open Molecules 2025 dataset
Level of theory: wB97M-V/def2-TZVPD

The geometry in XYZ format:
```
71
C21H29ClNO17P2 | the Open Molecules 2025 dataset | wB97M-V/def2-TZVPD
C -1.9164 -1.3790 1.1815
C -0.6244 -2.1615 1.0533
N -0.4905 -3.2194 1.8641
C 0.6179 -3.9817 1.8865
C 1.6482 -3.6694 1.0427
P 3.1534 -4.7358 1.1453
O 2.9959 -6.0580 0.5121
C 1.5655 -2.5778 0.1672
C 0.4005 -1.8038 0.1802
P 0.4208 -0.3399 -0.9856
O -0.8840 -0.4065 -1.9820
Cl 0.1850 1.3166 0.2430
H -2.7725 -2.0706 1.1638
H -2.0560 -0.6414 0.3898
H -1.8807 -0.8524 2.1480
H -1.2425 -3.4491 2.5110
H 0.6509 -4.8130 2.5891
H 3.4316 -4.8266 2.5345
H 4.1757 -3.9649 0.5329
H 2.3758 -2.3162 -0.5148
H -1.6647 -0.7770 -1.5353
C 1.2595 4.1375 2.7237
C 2.4189 4.1926 1.7765
O 3.4464 4.7994 2.5612
C 3.1457 4.5715 3.8706
O 3.8759 4.7974 4.7771
O 1.8938 4.0449 4.0008
H 0.6170 3.2773 2.5481
H 0.6532 5.0434 2.6948
H 2.7539 3.1991 1.4669
H 2.2054 4.7855 0.8898
C 1.4397 1.2545 -4.4984
C 1.3623 2.5584 -5.2552
O 0.9561 3.4816 -4.2437
C 1.3253 2.9711 -3.0437
O 1.2847 3.5630 -2.0168
O 1.7526 1.6816 -3.1703
H 2.2100 0.5896 -4.8830
H 0.4858 0.7211 -4.4821
H 2.3301 2.8714 -5.6512
H 0.6402 2.5315 -6.0681
C 1.9296 -9.3639 2.1813
C 0.7276 -8.7775 1.4855
O -0.3634 -9.2981 2.2427
C 0.1067 -9.6050 3.4839
O -0.5768 -9.8996 4.4057
O 1.4633 -9.5203 3.5233
H 2.7976 -8.7094 2.1446
H 2.2069 -10.3425 1.7854
H 0.7051 -7.6857 1.5397
H 0.6557 -9.0805 0.4436
C -1.5313 8.6318 1.1659
C -0.1474 8.6165 0.5645
O 0.2018 7.2310 0.6283
C -0.9508 6.5174 0.6675
O -1.0090 5.3342 0.5570
O -2.0216 7.3256 0.8493
H -2.1695 9.4003 0.7366
H -1.5160 8.7490 2.2512
H -0.1397 8.9344 -0.4797
H 0.5621 9.2222 1.1232
C -3.5507 -0.1097 -3.3212
C -4.7893 0.4445 -3.9748
O -5.8336 -0.1099 -3.1651
C -5.3117 -0.4006 -1.9483
O -5.9406 -0.7200 -0.9968
O -3.9487 -0.2805 -1.9617
H -2.7016 0.5652 -3.3925
H -3.2668 -1.0836 -3.7279
H -4.8401 1.5335 -3.9225
H -4.8938 0.1366 -5.0124
```

The LUMO energy comes out at -5.02 eV. Its charge is +1. As for the spin multiplicity: 1. The orbital gap comes out at 0.2682 hartree. As for the HOMO energy: -12.32 eV. The total energy comes out at -3294.19650 Eh.


# 3
Formula: H4S4
Source: the Open Molecules 2025 dataset
Level of theory: wB97M-V/def2-TZVPD

The geometry in XYZ format:
```
8
H4S4 | the Open Molecules 2025 dataset | wB97M-V/def2-TZVPD
S -0.9881 0.4275 -2.8283
S 0.8349 0.5171 -1.7513
H -1.6722 0.8118 -1.7435
H 1.2865 -0.6830 -2.0094
S 0.6147 -1.2951 2.4544
S -0.3995 0.5047 2.1624
H -0.3968 -2.0863 2.0134
H 0.0058 0.7616 0.8952
```

The LUMO energy comes out at 0.01 eV. Its charge is 0. The SMILES is SS.SS. As for the spin multiplicity: 1. The orbital gap comes out at 0.3420 hartree. As for the HOMO energy: -9.29 eV. The total energy comes out at -1595.12200 Eh. Its energy above the lowest of the compared OMol25 structures with the same formula, charge and spin is 11.9 kJ/mol.


# 4
Formula: C2H5S
Source: the Open Molecules 2025 dataset
Level of theory: wB97M-V/def2-TZVPD

The geometry in XYZ format:
```
8
C2H5S | the Open Molecules 2025 dataset | wB97M-V/def2-TZVPD
C -0.6532 1.3119 -0.5818
C 0.0143 0.5687 0.5662
S 0.4088 -1.1288 0.1347
H -1.6510 0.9159 -0.7552
H -0.0935 1.1152 -1.4894
H -0.7318 2.3796 -0.3775
H -0.7130 0.4471 1.3823
H 0.8572 1.0567 1.0589
```

The LUMO energy (spin up / spin down) comes out at 1.17 / -1.80 eV. Its charge is 0. As for the spin multiplicity: 2. The orbital gap (spin up / spin down) comes out at 0.3837 / 0.2596 hartree. As for the HOMO energy (spin up / spin down): -9.27 / -8.87 eV. Its expectation value of S² is 0.753. The total energy comes out at -477.33540 Eh. Its energy above the lowest of the compared OMol25 structures with the same formula, charge and spin is 0.0 kJ/mol.


# 5
Formula: C2H6N3S2
Source: the Open Molecules 2025 dataset
Level of theory: wB97M-V/def2-TZVPD

The geometry in XYZ format:
```
13
C2H6N3S2 | the Open Molecules 2025 dataset | wB97M-V/def2-TZVPD
C -1.4088 -0.4848 0.8843
C -1.4336 0.5060 -0.2315
N 1.9359 0.0041 0.1177
N 3.0317 -0.3636 -0.0181
N -0.4945 1.4290 -0.4409
S 4.4664 -0.5322 -0.4864
S -0.9226 -1.6848 -0.5733
H -0.5492 -0.2719 1.4637
H -2.3828 -0.8449 1.3227
H -2.3628 0.6530 -0.8786
H 0.3640 1.3533 0.0870
H -0.5268 2.2087 -1.2174
H 0.2831 -1.9718 -0.0290
```

The LUMO energy comes out at -4.22 eV. Its charge is +1. As for the spin multiplicity: 1. The orbital gap comes out at 0.3393 hartree. As for the HOMO energy: -13.46 eV. The total energy comes out at -1040.11540 Eh. Its energy above the lowest of the compared OMol25 structures with the same formula, charge and spin is 254.0 kJ/mol.


# 6
Formula: C18H24FNO4
Source: the Open Molecules 2025 dataset
Level of theory: wB97M-V/def2-TZVPD

The geometry in XYZ format:
```
48
C18H24FNO4 | the Open Molecules 2025 dataset | wB97M-V/def2-TZVPD
C -4.1208 2.7920 -3.6970
C -3.3582 1.5781 -2.8534
C -1.9811 1.0491 -3.5826
C -0.9659 0.5329 -2.4041
N -1.1509 -0.9545 -2.0382
C -0.3938 -1.0593 -0.6968
C -0.9147 -1.1735 0.6922
C -2.4788 -1.2654 1.1754
C -3.3892 0.0575 0.8440
O -3.5934 0.9729 1.9824
C -2.3418 1.2566 2.7010
C -2.5047 2.5984 3.6864
C 0.4030 -1.1884 1.6695
O 0.4630 -1.5290 2.9819
O 1.5242 -0.6889 0.8207
C 1.2423 -1.0361 -0.5807
O 2.0522 -1.3214 -1.6055
H -3.8366 2.7828 -4.8331
H -3.8356 3.8145 -3.1505
H -5.2778 2.6473 -3.4886
H -4.0721 0.6524 -2.7473
H -3.0775 2.0663 -1.8025
H -1.4688 2.0151 -4.0603
H -2.1528 0.2965 -4.4616
H -1.1483 1.1193 -1.3814
H 0.1580 0.6624 -2.7419
H -0.6101 -1.5042 -2.7719
H -2.9673 -2.1662 0.5739
H -2.4703 -1.5524 2.3214
H -4.4740 -0.3516 0.5590
H -3.0374 0.6542 -0.1284
H -1.4818 1.4314 1.9271
H -2.0560 0.3755 3.4285
H -3.2977 2.2980 4.5073
H -2.8689 3.4901 2.9968
H -1.4268 2.8079 4.1354
F 7.9237 -2.3804 -0.7148
C 6.9242 -2.1157 0.1370
C 5.6461 -1.8830 -0.3590
C 4.6041 -1.6124 0.5279
C 4.8544 -1.5667 1.9016
C 6.1417 -1.7967 2.3893
C 7.1811 -2.0783 1.5030
H 5.4723 -1.9143 -1.4296
H 3.5997 -1.4368 0.1507
H 4.0422 -1.3512 2.5926
H 6.3349 -1.7566 3.4586
H 8.1859 -2.2683 1.8655
```

The LUMO energy comes out at -1.68 eV. Its charge is 0. The SMILES is CCCCNC1=C(CCOCC)C(=O)OC1=O.Fc1ccccc1. As for the spin multiplicity: 1. The orbital gap comes out at 0.2665 hartree. As for the HOMO energy: -8.93 eV. The total energy comes out at -1155.55624 Eh. Its energy above the lowest of the compared OMol25 structures with the same formula, charge and spin is 964.1 kJ/mol.


Q: What is the charge in the first record?
A: +1


Q: Among the records above, which one has the highest spin multiplicity?
A: C2H5S


Repeat the first record exactly.
Formula: CHBeO3
Source: the Open Molecules 2025 dataset
Level of theory: wB97M-V/def2-TZVPD

The geometry in XYZ format:
```
6
CHBeO3 | the Open Molecules 2025 dataset | wB97M-V/def2-TZVPD
C -0.9621 -0.0391 -0.2948
O -1.4145 -1.0878 0.3211
O 0.2167 0.0503 -0.5439
Be 1.4557 0.2985 -0.0336
O -2.0261 0.4376 0.2097
H 2.7304 0.3405 0.3414
```

The LUMO energy comes out at -9.23 eV. Its charge is +1. As for the spin multiplicity: 1. The orbital gap comes out at 0.2749 hartree. As for the HOMO energy: -16.71 eV. The total energy comes out at -278.70932 Eh. Its energy above the lowest of the compared OMol25 structures with the same formula, charge and spin is 365.5 kJ/mol.